No. 1
A 3-piece molecular cluster, C23H35NO8 overall at a distorted geometry. Source: the OMol25 dataset; level of theory: the ωB97M-V functional and the def2-TZVPD basis.

Each line ends with the Löwdin charge.
Cartesian coordinates (Å):
O1 -2.316953 3.130059 -4.009740  0.04
C1 -2.495579 2.101175 -3.318819  -0.29
C2 -2.523086 0.603095 -3.919712  0.02
C3 -2.098523 -0.480936 -3.085826  0.03
C4 -1.573228 -0.099432 -1.606770  -0.26
O2 -0.610010 -0.742874 -1.111460  0.04
C5 -2.319926 1.111037 -0.900583  -0.06
C6 -2.636267 1.214806 0.656376  -0.19
C7 -2.883683 -0.036474 1.513194  -0.01
C8 -3.232885 -0.048614 3.034271  -0.02
C9 -3.297325 1.414003 3.616369  -0.04
C10 -3.035364 2.544041 2.606826  -0.13
N1 -2.706496 2.510011 1.232313  0.05
C11 -2.770709 2.186524 -1.729429  0.08
H1 -2.910569 0.464011 -4.981495  0.12
H2 -2.140412 -1.552548 -3.477959  0.12
H3 -2.817646 -1.053686 0.981449  0.10
H4 -3.416645 -0.983777 3.649181  0.09
H5 -3.558577 1.598678 4.722124  0.10
H6 -3.115454 3.604485 3.055063  0.11
H7 -3.299656 3.069395 -1.243853  0.13
C12 1.117177 1.952171 3.058321  -0.11
O3 1.041336 2.347982 4.417066  -0.21
C13 2.246968 2.132965 5.139599  -0.19
C14 2.612143 3.343814 5.994473  -0.18
O4 2.988198 4.515959 5.270219  -0.12
C15 1.965336 5.185984 4.530107  -0.17
C16 0.858993 5.824292 5.369854  -0.19
O5 0.031173 4.833841 5.968553  -0.21
C17 -0.314315 5.117268 7.311869  -0.11
H8 0.968881 0.871749 2.971347  0.09
H9 0.320442 2.462774 2.511735  0.08
H10 2.070311 2.240605 2.603522  0.09
H11 3.080480 1.906380 4.465852  0.12
H12 2.088635 1.266940 5.791333  0.12
H13 3.495014 3.072108 6.582409  0.13
H14 1.834001 3.570270 6.722990  0.11
H15 1.556831 4.532745 3.759924  0.11
H16 2.478510 5.993309 3.996513  0.13
H17 0.220899 6.432311 4.718743  0.12
H18 1.312508 6.479407 6.124959  0.12
H19 0.536947 5.512990 7.874228  0.09
H20 -0.625163 4.183648 7.785702  0.09
H21 -1.151182 5.825523 7.342575  0.09
C18 0.677337 -4.071211 -2.238479  -0.11
O6 0.809791 -3.771452 -3.617304  -0.21
C19 2.143130 -3.464862 -4.006033  -0.19
C20 2.531554 -4.184279 -5.295186  -0.17
O7 2.645983 -5.604644 -5.195709  -0.12
C21 1.441596 -6.346646 -4.993477  -0.17
C22 0.447798 -6.313242 -6.154452  -0.19
O8 -0.149418 -5.028315 -6.283383  -0.21
C23 -0.270481 -4.589076 -7.623890  -0.11
H22 0.628496 -3.147523 -1.654751  0.07
H23 -0.254302 -4.625748 -2.100482  0.09
H24 1.496415 -4.702680 -1.879205  0.09
H25 2.858246 -3.729268 -3.219518  0.12
H26 2.196810 -2.382991 -4.167615  0.13
H27 3.530214 -3.833137 -5.574854  0.13
H28 1.880615 -3.904165 -6.123007  0.11
H29 0.968694 -6.064237 -4.053540  0.11
H30 1.762239 -7.386376 -4.866669  0.13
H31 -0.358126 -7.028937 -5.956663  0.12
H32 0.961750 -6.612258 -7.077181  0.12
H33 0.623812 -4.823532 -8.209310  0.09
H34 -0.391072 -3.503662 -7.614933  0.09
H35 -1.156208 -5.039773 -8.087772  0.09

Cartesian forces, eV/Å:
-0.7 -3.6 2.2
-0.1 1.2 -0.4
0.8 -1.3 2.4
-1.1 3.3 -1.3
1.5 -1.7 0.2
-3.6 2.4 -1.4
-1.3 2.2 -0.9
-0.2 -1.0 2.6
-0.2 0.8 1.1
0.9 5.1 -2.8
0.6 -2.0 -3.7
-0.2 -1.1 0.9
-0.8 -3.5 2.0
1.3 -2.7 0.7
0.8 0.3 1.6
0.4 1.6 0.9
-0.1 1.8 0.9
0.3 1.4 -1.1
0.6 -0.1 -2.1
0.2 -1.8 -1.0
0.9 -1.2 -1.0
-0.3 0.0 0.1
0.4 0.1 -0.3
-0.3 0.3 0.1
0.1 -0.1 0.1
-0.3 -0.1 0.0
0.1 0.1 0.0
0.0 -0.4 -0.2
0.3 0.1 0.4
-0.2 -0.1 -0.3
0.1 0.0 -0.2
0.0 -0.1 0.1
0.0 -0.1 0.0
-0.1 0.0 -0.1
0.2 0.0 0.1
0.1 0.0 -0.2
-0.2 -0.1 -0.2
-0.2 -0.1 0.2
0.0 0.0 0.2
0.2 0.2 -0.1
-0.1 -0.1 0.0
0.0 0.1 0.0
0.0 0.0 -0.1
0.1 0.0 0.2
-0.2 0.2 -0.1
0.3 -0.3 0.2
-0.3 -0.1 -0.3
0.2 0.1 0.0
-0.3 0.1 0.0
0.1 -0.1 -0.1
0.0 0.2 0.4
0.4 0.0 -0.3
-0.3 0.0 0.3
0.1 -0.1 0.1
0.0 0.1 -0.1
0.0 0.0 0.0
-0.1 -0.1 0.0
0.2 0.0 -0.1
0.0 -0.1 0.1
-0.2 0.0 0.2
-0.2 0.2 -0.1
0.1 0.1 -0.1
0.1 -0.2 0.0
0.0 0.1 0.1
0.0 -0.1 0.0
-0.1 -0.1 0.1
0.1 0.0 -0.2

As for the maximum force: 5.885 eV/Å. The orbital gap comes out at 7.67 eV. The value obtained for the LUMO energy is -1.364 eV. For the total energy, the calculation gives -1553.707652 Ha. As for the structure (SMILES): O=C1C=CC(=O)C(c2ccccn2)=C1.COCCOCCOC.COCCOCCOC.



No. 2
C23H36Cl20N2O5 as an isolated structure at a distorted geometry. Source: the OMol25 dataset; level of theory: the ωB97M-V functional and the def2-TZVPD basis.

Each line ends with the Löwdin charge.
Cartesian coordinates (Å):
C1 -3.368626 -2.878656 -4.742728  -0.04
C2 -3.817607 -2.786097 -3.136246  -0.28
O1 -4.899711 -2.001279 -2.898282  -0.07
N1 -3.091595 -3.561758 -2.055369  -0.03
C3 -2.624555 -2.651801 -0.917429  -0.20
C4 -0.999542 -2.716339 -0.709867  -0.21
C5 -0.251364 -1.244713 -0.698053  -0.18
C6 -0.984985 -0.122920 0.256680  -0.16
C7 -1.822668 0.931190 -0.695698  -0.06
C8 -3.292163 1.183990 -0.624065  -0.02
C9 -4.199841 0.400889 0.494375  -0.14
O2 -5.569616 0.912051 0.657170  -0.14
N2 -6.441284 0.281435 -0.170378  0.00
O3 -7.355860 1.115285 -0.296679  0.00
C10 -3.892916 2.268570 -1.744114  -0.14
O4 -4.877097 3.146909 -1.478429  -0.03
C11 -3.167356 2.167113 -3.247615  -0.14
C12 -1.678670 1.906759 -3.321287  -0.13
C13 -0.928606 1.771730 -1.832307  -0.17
O5 0.270494 2.304455 -1.553599  -0.05
H1 -3.892872 -3.807404 -5.226160  0.09
H2 -3.798932 -1.924216 -5.310049  0.09
H3 -2.203415 -2.964425 -4.884657  0.08
H4 -3.813613 -4.224982 -1.668897  0.12
H5 -3.118017 -3.032102 0.088982  0.14
H6 -2.954985 -1.567376 -1.208099  0.10
H7 -0.565991 -3.286624 -1.663662  0.03
H8 -0.655804 -3.357589 0.218197  0.08
H9 0.869902 -1.311892 -0.327927  0.10
H10 -0.179419 -0.916430 -1.843121  0.12
H11 -0.185498 0.530825 0.839986  0.03
H12 -1.637363 -0.680030 1.054048  0.12
H13 -4.265261 -0.761127 0.352240  0.12
H14 -3.655429 0.569392 1.541901  0.06
H15 -3.753955 2.241337 -4.257635  0.09
H16 -1.106982 1.791018 -4.339217  0.00
C14 3.102796 2.716792 0.852933  -0.98
Cl1 3.489022 4.120463 1.855636  0.54
Cl2 1.825941 1.741040 1.589356  0.53
H17 2.766097 3.061891 -0.127700  0.03
H18 3.999554 2.102721 0.740051  0.04
C15 6.184032 6.067117 0.661976  -1.05
Cl3 6.649239 6.730113 -0.909296  0.50
Cl4 7.514135 5.156068 1.386947  0.48
H19 5.911020 6.889099 1.328241  0.03
H20 5.328168 5.401170 0.527763  -0.04
C16 -0.116047 1.365418 -7.271124  -0.99
Cl5 0.270179 2.769089 -6.268421  0.53
Cl6 -1.392902 0.389667 -6.534701  0.53
H21 -0.452746 1.710517 -8.251757  0.03
H22 0.780711 0.751346 -7.384007  0.03
C17 -3.131581 2.553022 4.214763  -0.99
Cl7 -2.261150 1.961834 2.794298  0.59
Cl8 -2.772204 1.566724 5.637027  0.51
H23 -2.831080 3.584924 4.412190  0.03
H24 -4.205330 2.513026 4.016104  0.04
C18 3.873990 -1.469643 3.349440  -1.06
Cl9 5.140951 -2.491088 2.659266  0.51
Cl10 2.475578 -1.375565 2.272241  0.46
H25 3.558188 -1.892243 4.306404  -0.03
H26 4.272541 -0.463990 3.503777  0.03
C19 0.547299 -0.452065 6.617626  -1.01
Cl11 1.417731 -1.043254 5.197161  0.55
Cl12 0.906677 -1.438363 8.039890  0.51
H27 0.847802 0.579837 6.815053  0.03
H28 -0.526448 -0.492062 6.418967  0.01
C20 0.671077 -6.617764 -0.614654  -0.99
Cl13 0.502189 -5.894979 0.989694  0.50
Cl14 0.168793 -5.487486 -1.877568  0.57
H29 1.717713 -6.888000 -0.774739  0.03
H30 0.046482 -7.512700 -0.669150  0.03
C21 9.054424 2.655729 4.480825  -1.03
Cl15 9.454180 2.572751 2.760887  0.48
Cl16 7.388988 2.139880 4.772354  0.49
H31 9.731745 2.001733 5.035466  0.03
H32 9.173013 3.686258 4.824260  0.03
C22 2.881130 -7.490041 3.997195  -1.02
Cl17 3.280886 -7.573019 2.277257  0.48
Cl18 1.215694 -8.005890 4.288723  0.49
H33 3.558450 -8.144037 4.551836  0.03
H34 2.999718 -6.459512 4.340630  0.03
C23 -3.397610 5.472076 -5.043240  -0.95
Cl19 -2.496941 4.033386 -4.549439  0.68
Cl20 -4.614698 5.073462 -6.261671  0.51
H35 -3.895742 5.897565 -4.168641  0.04
H36 -2.700455 6.201799 -5.462140  0.03

Cartesian forces, eV/Å:
-0.2 0.2 0.5
-4.9 3.6 -0.3
6.7 -4.8 -1.0
-1.5 1.0 -0.6
0.4 0.3 0.8
1.0 0.0 -1.0
0.3 -0.1 -0.3
0.1 0.8 -0.6
-3.0 0.7 0.2
3.4 -0.2 -1.0
1.2 -0.3 1.1
3.0 -0.6 0.0
-3.6 4.7 -0.3
2.2 -4.0 -0.2
-3.3 2.8 0.8
6.2 -5.6 -1.8
3.8 -2.6 1.1
-3.7 -0.5 2.5
3.3 1.8 0.3
-7.2 -3.5 -1.7
1.1 1.6 1.1
1.0 -2.1 1.5
-2.4 0.1 0.4
1.0 1.0 -0.6
0.8 1.1 -2.1
0.6 -2.0 0.9
-1.1 1.5 2.3
-1.0 1.3 -1.8
-2.3 -0.2 -0.8
-0.3 -0.3 2.6
-1.7 -1.5 -1.4
1.0 1.3 -1.6
0.2 2.3 -0.3
-1.5 -0.3 -2.5
0.7 -0.6 2.8
-1.1 0.4 2.5
0.0 -0.2 -0.5
0.0 0.0 0.1
0.2 0.3 0.0
-0.1 -0.1 0.3
-0.2 0.1 0.2
-0.3 0.0 0.1
-0.1 0.1 0.0
-0.1 0.0 0.1
0.2 -0.2 -0.2
0.4 0.2 0.0
0.2 0.0 -0.4
0.2 0.0 -0.2
0.0 -0.1 -0.1
0.0 0.0 0.3
-0.3 0.1 0.2
-0.2 0.3 0.0
0.2 0.3 0.2
-0.1 0.0 0.1
0.0 -0.3 -0.1
0.3 -0.1 0.0
0.1 0.1 0.3
0.1 0.0 0.1
0.1 -0.3 -0.1
0.2 0.0 -0.4
-0.1 -0.2 -0.1
-0.2 0.3 0.1
-0.5 0.3 0.2
-0.1 0.1 0.1
0.0 -0.3 -0.1
0.3 -0.1 0.0
0.2 -0.4 0.0
-0.1 0.0 0.0
0.2 -0.6 -0.2
-0.2 0.2 0.1
0.1 0.3 0.0
0.3 0.1 0.2
0.1 0.0 0.1
0.0 0.0 0.1
-0.2 0.1 -0.2
-0.1 -0.3 -0.2
0.2 0.1 0.3
0.2 0.0 0.1
0.0 0.0 0.1
-0.2 0.1 -0.2
-0.1 -0.2 -0.2
0.3 0.7 -0.3
0.1 3.0 -1.0
-0.1 0.1 0.0
0.1 -0.3 -0.2
-0.2 -0.2 0.0

As for the maximum force: 8.589 eV/Å. The orbital gap comes out at 7.60 eV. The value obtained for the LUMO energy is -1.212 eV. For the total energy, the calculation gives -10586.969072 Ha.



The lowest LUMO energy belongs to which entry? C23H35NO8